No. 1
Below is 2 unconnected molecules or ions with the total composition C4H10NOP, with properties calculated with ωB97M-V with the def2-TZVPD basis set.

The HOMO-LUMO gap (alpha / beta) comes out at 7.52 / 8.31 eV.

CARTESIAN COORDINATES (ANGSTROEM)
C1 0.5570 -0.2268 2.4829
C2 -0.2537 1.7324 -0.0578
C3 0.0362 3.0391 -0.8025
C4 -1.4660 -3.4301 -1.4801
N1 0.6504 0.8615 0.0159
O1 1.9353 -1.1407 0.2165
P1 0.5073 -0.6377 0.7849
H1 1.5134 -0.3064 3.0685
H2 -0.2925 -0.4206 3.1230
H3 -1.3576 1.4564 -0.1081
H4 0.9946 2.8864 -1.2325
H5 -0.7193 3.2205 -1.4646
H6 0.1161 3.8051 0.0304
H7 -0.4571 -3.7957 -1.0972
H8 -2.2885 -4.1445 -1.6583
H9 -1.7354 -2.4016 -1.4094
H10 2.2598 -0.4974 -0.4117

Cartesian forces (eV/Å) of the 3 atoms listed first:
1.9073 -0.4216 1.0901
-1.4728 -0.1648 -3.2721
1.4180 -0.7339 4.4592

Löwdin population analysis, charges in e, atoms 1 to 6: number 1, C, carries -0.188; number 2, C, carries -0.289; number 3, C, carries -0.064; number 4, C, carries 0.044; number 5, N, carries -0.165; number 6, O, carries -0.306

***

No. 2
Below is 2 unconnected molecules or ions with the total composition C4H10NOS, with properties calculated with ωB97M-V with the def2-TZVPD basis set.

The HOMO-LUMO gap comes out at 8.87 eV. As for the total charge: +1.

CARTESIAN COORDINATES (ANGSTROEM)
C1 3.2300 0.2892 0.4720
C2 2.7749 -0.5835 -0.6855
C3 -3.4557 -0.9604 0.3720
C4 0.7362 0.8417 -0.1797
N1 1.9191 0.3545 -0.0861
O1 -0.1657 0.3656 -0.9623
S1 -3.3260 0.7994 -0.3326
H1 3.4138 -0.0916 1.4679
H2 4.0827 0.9511 0.2366
H3 3.3079 -0.3537 -1.6012
H4 2.6888 -1.6192 -0.4916
H5 -4.3035 -1.0464 1.0690
H6 -2.6067 -1.1571 1.1238
H7 -3.5160 -1.6668 -0.5185
H8 0.5313 1.6404 0.4696
H9 -4.2787 1.4859 0.4368
H10 -1.0324 0.7509 -0.7904

Cartesian forces (eV/Å) of the 3 atoms listed first:
1.8503 -0.1125 -0.0537
1.9477 -0.2923 0.3756
0.7829 0.1483 0.6930

Löwdin population analysis, charges in e, atoms 1 to 6: number 1, C, carries -0.009; number 2, C, carries -0.019; number 3, C, carries -0.419; number 4, C, carries -0.078; number 5, N, carries 0.005; number 6, O, carries 0.170

***

No. 3
Below is 2 unconnected molecules or ions with the total composition C4H10NP, with properties calculated with ωB97M-V with the def2-TZVPD basis set.

The HOMO-LUMO gap (alpha / beta) comes out at 7.71 / 7.63 eV.

CARTESIAN COORDINATES (ANGSTROEM)
C1 -0.5024 2.2734 -0.0280
C2 -1.8988 -1.1932 -0.9324
C3 2.4938 -0.0761 -0.7077
C4 -0.4680 -0.9390 1.4945
N1 -1.1871 1.2239 0.0203
P1 -0.5766 -0.3416 -0.2495
H1 -0.9933 3.2124 0.2081
H2 0.5556 2.3200 -0.2902
H3 -1.7778 -2.2684 -0.9380
H4 -2.3047 -0.7998 -1.8541
H5 2.7240 -1.0770 -0.4169
H6 2.5202 0.1469 -1.7550
H7 2.7630 0.7061 -0.0282
H8 0.4381 -0.5621 1.9658
H9 -1.3491 -0.5995 2.0373
H10 -0.4369 -2.0260 1.4738

Cartesian forces (eV/Å) of the 3 atoms listed first:
0.1716 0.0957 -0.0476
0.3832 -0.1504 -0.2923
-0.2784 0.1116 -0.0379

Löwdin population analysis, charges in e, atoms 1 to 6: number 1, C, carries -0.120; number 2, C, carries -0.246; number 3, C, carries -0.001; number 4, C, carries -0.260; number 5, N, carries -0.216; number 6, P, carries 0.758

***

No. 4
Below is C4H10NP in the gas phase, with properties calculated with ωB97M-V with the def2-TZVPD basis set.

The SMILES is [H]/P=C(/C)N(C)C. The HOMO-LUMO gap comes out at 8.48 eV.

CARTESIAN COORDINATES (ANGSTROEM)
H1 -2.3841 1.7448 -0.2889
P1 -2.6829 0.2486 -0.1266
C1 -1.1164 -0.2496 0.0923
C2 -1.0465 -1.7496 0.4042
N1 0.0848 0.3716 0.0644
C3 0.2763 1.8488 0.1148
C4 1.2357 -0.3109 -0.4203
H2 -0.5035 -2.0539 1.2619
H3 -2.0939 -1.9666 0.5686
H4 -0.5418 -2.1823 -0.4282
H5 1.1234 1.7300 0.7808
H6 0.5377 2.3431 -0.8039
H7 -0.6286 2.2750 0.4882
H8 1.1678 -0.3890 -1.5196
H9 2.1787 0.4262 -0.2724
H10 1.3155 -1.3091 0.0216

Cartesian forces (eV/Å) of the 3 atoms listed first:
-0.4580 -1.6796 -0.0867
-0.9721 2.7139 -0.0948
1.5911 -0.9624 0.8407

Löwdin population analysis, charges in e, atoms 1 to 6: number 1, H, carries -0.125; number 2, P, carries 0.817; number 3, C, carries -0.766; number 4, C, carries -0.150; number 5, N, carries -0.278; number 6, C, carries -0.052

***

Energy relative to the best compared isomer or geometry (same formula, charge and spin) / kcal per mole: 118.6; 72.9; 86.8; 37.8
Largest force on an atom / eV/A: 4.736; 2.005; 0.843; 2.888